Entry 1:
{"formula": "C29H20F15GeN4O5STa", "method": "ωB97M-V/def2-TZVPD", "elements": ["Ta", "C", "O", "C", "O", "N", "N", "H", "H", "H", "H", "H", "H", "C", "C", "C", "C", "C", "C", "O", "N", "C", "O", "N", "C", "O", "H", "H", "H", "H", "H", "H", "H", "H", "H", "H", "H", "F", "C", "C", "C", "F", "C", "F", "C", "F", "C", "F", "Ge", "S", "C", "C", "F", "C", "F", "C", "F", "C", "F", "C", "F", "C", "C", "F", "C", "F", "C", "F", "C", "F", "C", "F", "C", "H", "H", "H"], "coordinates": [[0.872, -0.662, -1.308], [4.692, 2.221, -3.754], [4.169, 0.999, -3.138], [2.944, 0.912, -2.795], [2.549, -0.176, -2.263], [2.056, 1.886, -2.945], [0.761, 1.568, -2.516], [5.742, 2.013, -3.915], [4.571, 3.051, -3.061], [4.189, 2.382, -4.706], [2.269, 2.789, -3.341], [0.147, 1.513, -3.327], [0.437, 2.280, -1.867], [-2.542, 1.550, -4.764], [-2.981, 0.095, -4.701], [-2.844, -0.538, -3.307], [-3.308, -2.031, -3.364], [-3.320, -2.771, -2.036], [-3.760, 0.191, -2.324], [-4.895, 0.453, -2.590], [-3.240, 0.548, -1.065], [-1.965, 0.352, -0.635], [-1.512, 0.726, 0.424], [-1.123, -0.312, -1.533], [-1.421, -0.536, -2.856], [-0.427, -0.757, -3.558], [-2.718, 1.963, -5.756], [-1.467, 1.661, -4.578], [-3.092, 2.174, -4.056], [-2.410, -0.513, -5.403], [-4.030, 0.013, -4.980], [-2.667, -2.534, -4.091], [-4.313, -1.998, -3.788], [-2.330, -2.844, -1.581], [-3.675, -3.789, -2.189], [-3.993, -2.307, -1.313], [-3.872, 1.039, -0.444], [-0.965, 0.205, 4.728], [-1.560, -0.591, 3.833], [-0.857, -0.946, 2.696], [-1.508, -1.781, 1.809], [-0.919, -2.149, 0.648], [-2.785, -2.252, 2.026], [-3.372, -3.042, 1.134], [-3.460, -1.877, 3.181], [-4.682, -2.313, 3.395], [-2.844, -1.036, 4.095], [-3.473, -0.671, 5.195], [0.953, -0.278, 2.558], [1.993, -1.060, 0.656], [2.144, -1.003, 3.885], [1.814, -2.055, 4.729], [0.611, -2.628, 4.653], [2.705, -2.557, 5.661], [2.360, -3.564, 6.445], [3.971, -1.998, 5.760], [4.830, -2.467, 6.635], [4.337, -0.947, 4.927], [5.546, -0.417, 5.013], [3.422, -0.478, 4.009], [3.796, 0.528, 3.198], [1.151, 1.658, 2.446], [1.235, 2.378, 1.271], [1.042, 1.784, 0.054], [1.504, 3.725, 1.208], [1.556, 4.337, 0.020], [1.702, 4.433, 2.383], [1.953, 5.722, 2.344], [1.633, 3.759, 3.593], [1.827, 4.409, 4.723], [1.372, 2.396, 3.603], [1.359, 1.788, 4.786], [1.006, -2.646, -1.907], [0.387, -3.242, -1.226], [2.044, -2.975, -1.803], [0.676, -2.764, -2.940]], "forces_ev_per_a": [[0.549, 0.068, -0.014], [-0.056, -0.122, 0.041], [0.058, 0.080, -0.069], [0.201, -0.231, 0.039], [0.332, -0.116, -0.169], [-0.084, 0.079, 0.002], [-0.074, -0.021, 0.085], [0.020, 0.019, -0.009], [0.014, 0.024, -0.016], [0.008, 0.033, -0.001], [-0.008, 0.047, -0.039], [-0.061, -0.028, 0.011], [-0.028, 0.077, -0.008], [0.018, 0.057, -0.020], [0.003, -0.022, -0.026], [0.042, -0.053, 0.009], [-0.011, 0.056, -0.093], [-0.010, -0.014, 0.024], [-0.084, -0.010, -0.051], [0.054, -0.030, 0.029], [0.047, -0.009, -0.019], [-0.105, -0.157, -0.102], [-0.030, 0.084, -0.017], [-0.337, 0.295, 0.172], [-0.070, 0.031, 0.213], [0.054, 0.024, 0.127], [-0.013, -0.013, 0.003], [-0.024, -0.013, 0.005], [0.012, -0.006, 0.004], [0.011, 0.011, 0.006], [-0.004, 0.012, 0.003], [0.003, 0.001, 0.010], [-0.007, -0.012, 0.017], [0.014, 0.011, -0.007], [-0.001, 0.006, -0.002], [0.006, 0.006, -0.021], [-0.025, 0.012, 0.022], [0.028, 0.009, -0.025], [0.021, -0.001, 0.074], [-0.061, -0.080, 0.040], [-0.037, -0.027, 0.107], [0.103, -0.089, -0.126], [0.001, 0.050, 0.072], [-0.024, -0.023, -0.008], [0.046, 0.022, -0.009], [-0.060, -0.025, 0.016], [0.032, 0.009, -0.026], [-0.027, 0.003, 0.024], [0.009, 0.019, 0.042], [-0.407, 0.162, -0.249], [0.030, -0.074, 0.066], [0.000, -0.026, -0.002], [-0.068, 0.019, -0.036], [0.002, 0.026, -0.012], [0.003, 0.000, 0.014], [-0.033, 0.040, -0.061], [0.052, -0.029, 0.067], [-0.039, -0.025, 0.004], [0.027, 0.007, 0.007], [0.049, 0.042, -0.029], [0.003, -0.015, -0.007], [0.039, 0.078, -0.053], [-0.094, 0.067, 0.046], [-0.002, -0.029, -0.036], [-0.013, 0.037, 0.096], [0.009, 0.009, -0.039], [-0.012, -0.072, -0.003], [0.009, 0.068, 0.001], [-0.001, -0.039, -0.001], [0.008, 0.014, -0.002], [-0.017, 0.004, 0.085], [-0.024, 0.000, -0.033], [0.033, -0.090, -0.135], [0.004, -0.036, -0.020], [-0.032, -0.076, -0.005], [0.028, -0.102, 0.015]], "mulliken_charge": [2.3195, -0.8334, -0.3233, 0.7238, -0.8444, -0.2513, -0.4672, 0.2600, 0.3842, 0.3830, 0.2846, 0.2151, 0.3481, -1.0225, -1.2516, 2.3494, -1.2903, -1.0726, -0.3805, -0.5309, 0.0976, -0.0036, -0.4370, 0.8288, -0.3950, -0.7295, 0.5174, 0.0528, 0.3256, 0.4948, 0.5386, 0.4511, 0.4924, 0.0140, 0.5975, 0.2763, 0.3537, -0.3252, 0.9397, -0.3856, -0.1249, -0.2836, 0.1762, -0.3348, 0.7122, -0.2744, 0.1124, -0.2724, -0.2555, -0.4828, 0.1009, 0.2864, -0.2538, -0.0431, -0.2613, 0.6622, -0.2593, 0.0625, -0.2640, 0.5147, -0.3408, -0.1823, -0.6461, 0.5725, -0.3942, -0.2970, 0.5771, -0.2657, 0.1236, -0.2539, 1.3373, -0.3147, -1.3591, 0.2746, 0.4544, 0.4927], "spin_multiplicity": 1, "gap_ev": 6.58, "lumo_energy_ev": -7.461, "charge": 2}

Entry 2:
{"formula": "C29H21Cl2IPSZn", "method": "ωB97M-V/def2-TZVPD", "elements": ["Zn", "C", "C", "C", "C", "C", "C", "P", "C", "C", "C", "C", "C", "C", "C", "C", "C", "C", "C", "C", "C", "C", "C", "C", "H", "H", "H", "H", "H", "H", "H", "H", "H", "H", "H", "H", "H", "H", "H", "H", "Cl", "C", "C", "C", "C", "C", "Cl", "C", "S", "H", "H", "H", "I", "C", "H", "H"], "coordinates": [[0.210, 0.009, -0.384], [1.072, -2.817, 5.993], [1.994, -2.504, 5.002], [1.557, -2.107, 3.748], [0.193, -2.036, 3.463], [-0.725, -2.346, 4.463], [-0.285, -2.732, 5.723], [-0.270, -1.533, 1.767], [-2.090, -1.359, 1.888], [-3.000, -2.361, 1.563], [-4.364, -2.146, 1.710], [-4.831, -0.932, 2.192], [-3.932, 0.076, 2.509], [-2.572, -0.133, 2.348], [-0.071, -3.115, 0.865], [-0.109, -4.321, 1.515], [-0.019, -5.534, 0.800], [0.101, -5.510, -0.560], [0.160, -4.282, -1.265], [0.301, -4.268, -2.674], [0.387, -3.077, -3.334], [0.340, -1.862, -2.614], [0.186, -1.804, -1.247], [0.092, -3.053, -0.559], [1.412, -3.120, 6.975], [3.055, -2.556, 5.209], [2.274, -1.837, 2.980], [-1.786, -2.285, 4.257], [-1.008, -2.968, 6.494], [-2.643, -3.308, 1.180], [-5.062, -2.926, 1.433], [-5.895, -0.761, 2.293], [-4.291, 1.039, 2.851], [-1.875, 0.673, 2.551], [-0.220, -4.353, 2.592], [-0.056, -6.476, 1.334], [0.162, -6.434, -1.125], [0.343, -5.212, -3.207], [0.503, -3.059, -4.412], [0.425, -0.941, -3.183], [-2.822, -0.872, -2.014], [-3.755, 0.340, -1.200], [-5.130, 0.174, -1.202], [-5.944, 1.116, -0.599], [-5.361, 2.215, 0.008], [-3.985, 2.353, 0.004], [-3.349, 3.751, 0.833], [-3.107, 1.434, -0.598], [-1.386, 1.735, -0.599], [-5.546, -0.700, -1.683], [-7.019, 0.995, -0.599], [-5.962, 2.970, 0.497], [3.503, -0.110, 0.624], [1.815, 1.154, 0.088], [2.222, 1.775, -0.708], [1.688, 1.783, 0.967]], "forces_ev_per_a": [[0.093, -0.022, 0.147], [0.004, -0.015, 0.022], [-0.010, 0.010, -0.011], [-0.020, 0.028, 0.013], [0.010, 0.075, 0.061], [0.015, 0.027, -0.035], [-0.001, -0.009, 0.021], [-0.157, -0.044, -0.251], [0.040, -0.045, 0.104], [-0.007, -0.003, -0.023], [0.016, -0.010, -0.025], [-0.015, 0.021, -0.020], [-0.028, 0.037, 0.025], [0.038, 0.010, -0.034], [-0.014, 0.069, -0.009], [-0.024, -0.050, 0.009], [0.012, 0.046, -0.082], [-0.014, -0.011, 0.091], [0.032, -0.107, -0.096], [-0.009, 0.027, 0.029], [0.012, 0.020, 0.046], [0.010, -0.060, -0.061], [0.028, -0.024, -0.077], [-0.006, 0.043, 0.120], [0.003, 0.002, 0.006], [0.009, -0.002, 0.000], [0.016, -0.014, -0.007], [-0.017, -0.003, 0.000], [-0.004, -0.003, 0.002], [0.019, -0.028, -0.009], [-0.001, -0.011, 0.009], [-0.008, 0.007, 0.000], [0.010, -0.010, 0.000], [0.007, 0.005, 0.000], [0.001, -0.012, -0.006], [0.007, -0.007, 0.002], [-0.005, -0.007, 0.000], [0.009, -0.005, -0.003], [-0.006, -0.001, -0.006], [-0.013, 0.008, -0.008], [0.003, 0.008, 0.038], [0.013, -0.016, -0.062], [0.006, 0.005, 0.024], [0.000, -0.010, 0.012], [-0.027, -0.014, -0.009], [0.009, 0.072, 0.097], [-0.018, -0.016, -0.007], [0.058, -0.049, -0.013], [-0.129, 0.096, 0.029], [-0.008, -0.002, -0.007], [-0.008, 0.000, 0.000], [-0.008, 0.007, 0.001], [-0.006, 0.003, 0.002], [0.100, -0.013, -0.058], [-0.002, -0.001, 0.004], [-0.017, -0.003, 0.008]], "mulliken_charge": [0.0071, -0.4428, -0.6589, 0.0244, -0.2973, -0.0229, -0.7277, 0.8501, 0.4701, -0.1415, -0.8009, -0.5880, -0.4906, -0.4355, 1.3349, -0.0306, -0.8409, -0.8602, 1.0938, -0.9754, -0.7737, -0.1969, -1.2394, 0.2401, 0.3613, 0.3989, 0.1431, 0.3728, 0.3965, 0.3533, 0.3828, 0.3542, 0.4355, 0.3859, 0.3952, 0.3949, 0.3356, 0.3342, 0.3876, 0.3358, -0.1468, 0.8796, -0.6871, -0.4088, -0.7507, 0.2524, -0.2317, -0.5274, -0.3372, 0.4048, 0.3808, 0.4061, -0.2168, -1.1915, 0.5079, 0.4019], "spin_multiplicity": 1, "gap_ev": 7.33, "lumo_energy_ev": 2.587, "charge": -1}